17
Properties=species:S:1:pos:R:3:forces:R:3 method="wB97M-V/def2-TZVPD" orbital_gap_ev=10.58 smiles="C=CC.C=NC"
C -1.656 -3.391 1.740 0.9 0.9 0.9
C -0.720 -2.541 1.306 -4.2 1.7 0.9
C -0.984 -1.069 1.363 2.7 2.6 -1.4
H -1.449 -4.391 1.612 0.4 -2.3 -0.4
H -2.468 -3.249 2.463 0.1 0.8 -0.8
H 0.112 -2.830 0.797 2.1 -1.1 -1.4
H -1.551 -0.509 0.557 0.7 -1.4 0.0
H -1.582 -0.774 2.163 -0.7 0.2 2.0
H 0.029 -0.442 1.407 -2.0 -1.3 0.1
C 2.324 2.304 -1.311 -1.7 -1.2 -3.8
N 1.249 2.131 -1.992 1.4 0.8 2.0
C -0.008 2.302 -1.321 -1.2 0.9 -1.4
H 3.190 2.191 -1.886 1.5 0.0 -0.9
H 2.512 2.370 -0.314 -0.4 0.7 3.2
H -0.197 2.539 -0.311 1.4 0.6 2.0
H -0.567 1.401 -1.362 -0.8 -0.9 -1.0
H -0.505 3.147 -1.842 -0.2 -0.8 -0.1



58
Properties=species:S:1:pos:R:3:forces:R:3 method="wB97M-V/def2-TZVPD" orbital_gap_ev="2.35 / 3.21" total_charge=-1
In -1.296 -0.024 0.940 1.5 0.0 -1.2
Cl -3.114 0.063 2.427 -1.7 0.1 1.1
N -0.268 2.137 0.624 -0.5 1.5 -0.8
N -0.324 -2.114 0.757 -0.5 -1.9 -1.0
C -0.810 2.830 -0.349 0.4 -1.2 1.7
C -0.684 -2.818 -0.289 0.2 1.3 1.5
C 1.022 2.796 0.980 -0.6 -0.3 -0.1
C 0.951 4.105 0.201 -0.5 0.5 -0.7
C 2.173 1.938 0.493 0.3 -0.2 -0.1
C 1.104 3.079 2.466 0.1 0.2 0.2
H 2.051 1.720 -0.577 0.0 0.0 0.2
H 2.218 1.000 1.057 0.0 0.1 -0.2
H 3.115 2.484 0.634 0.0 -0.1 0.0
H 0.194 3.603 2.781 0.2 -0.1 0.1
H 1.974 3.725 2.652 -0.1 -0.1 0.1
H 1.215 2.162 3.046 0.0 0.2 -0.1
C 0.737 -2.869 1.486 -0.5 0.6 -0.3
C 0.908 -4.116 0.630 -0.3 -0.6 -0.9
C 0.247 -3.229 2.876 0.0 -0.1 0.2
C 2.023 -2.071 1.528 0.4 0.1 0.1
H 2.317 -1.801 0.505 0.0 0.1 0.2
H 2.812 -2.693 1.971 0.0 0.1 -0.1
H 1.906 -1.170 2.138 0.0 -0.2 -0.2
H -0.697 -3.785 2.795 0.2 0.2 0.1
H 0.094 -2.335 3.489 0.0 -0.3 -0.2
H 0.997 -3.869 3.359 -0.2 0.1 0.1
O -0.017 -3.941 -0.496 0.9 -1.3 0.0
H 0.627 -5.048 1.139 0.0 0.2 -0.1
H 1.910 -4.230 0.197 -0.2 0.1 0.2
O -0.188 3.946 -0.701 1.0 1.2 -0.3
H 1.826 4.319 -0.424 -0.1 -0.1 0.2
H 0.732 4.974 0.836 0.1 -0.2 -0.1
C -1.993 2.426 -1.152 0.4 0.6 0.5
C -1.748 -2.455 -1.266 0.5 -0.4 0.3
C -1.355 -1.173 -1.937 0.9 0.0 -1.8
H -2.684 -2.336 -0.693 0.1 0.2 -0.2
H -1.870 -3.285 -1.968 0.0 0.1 0.1
C -1.477 0.011 -1.240 -1.8 -0.2 1.7
C -1.521 1.223 -1.899 0.8 0.0 -1.9
H -1.575 -0.160 3.756 0.0 -0.2 0.9
C -0.997 1.300 -3.209 -0.6 0.0 1.0
C -0.620 0.116 -3.845 0.2 0.1 -0.1
C -0.824 2.625 -3.878 0.0 0.4 -0.3
C -0.803 -1.126 -3.236 -0.6 -0.3 0.9
H -0.204 0.162 -4.852 0.0 0.0 0.2
C -0.407 -2.389 -3.931 0.0 -0.3 -0.4
H 0.238 -2.156 -4.783 -0.1 -0.1 0.0
H -1.281 -2.933 -4.314 0.1 0.0 0.0
H 0.139 -3.063 -3.258 -0.1 0.1 -0.2
H -1.789 3.053 -4.182 0.1 0.0 0.0
H -0.213 2.513 -4.779 -0.1 0.1 0.1
H -0.334 3.352 -3.216 -0.1 -0.1 -0.2
H -2.287 3.260 -1.797 0.0 -0.1 0.1
H -2.810 2.188 -0.455 0.0 -0.1 -0.3
O -1.058 -0.299 4.622 0.8 0.4 -0.7
N 0.235 0.037 4.242 -0.8 0.4 -1.5
O 1.085 0.142 5.093 0.2 -0.5 0.7
O 0.398 0.198 3.003 0.0 0.3 1.5



10
Properties=species:S:1:pos:R:3:forces:R:3 method="wB97M-V/def2-TZVPD" orbital_gap_ev=9.38
C -0.374 0.789 -0.631 -0.6 -1.8 -1.2
N -0.595 -0.178 -1.278 -0.2 2.0 1.2
N 1.168 -0.809 0.791 -0.9 1.5 2.6
N -0.365 2.086 -0.452 0.2 0.1 -0.5
O -0.392 -2.923 1.057 -0.3 0.4 0.7
O -0.586 -1.379 -1.371 -0.1 -1.8 -0.9
S 0.646 -2.184 0.382 1.0 -0.1 -0.4
H 0.878 -0.227 1.703 0.4 -2.0 -2.5
H -0.945 2.411 0.274 -0.6 0.7 0.9
H 0.565 2.413 -0.475 0.9 1.1 0.2



20
Properties=species:S:1:pos:R:3:forces:R:3 method="wB97M-V/def2-TZVPD" orbital_gap_ev="6.46 / 6.46" smiles="CC(C)=N.CNN"
C -1.875 1.189 0.184 0.8 0.3 -1.1
C -1.208 -0.173 0.286 -1.5 -0.9 5.3
C -2.022 -1.339 -0.240 0.7 0.0 -0.7
N -0.444 -0.432 1.348 -1.4 0.1 -2.6
H -2.423 1.288 -0.756 0.0 0.1 0.1
H -2.564 1.342 1.018 0.1 -0.2 -0.1
H -1.106 1.967 0.209 -0.2 0.1 0.1
H -2.854 -1.551 0.437 0.1 0.2 0.0
H -2.438 -1.108 -1.224 0.0 -0.1 0.0
H -1.395 -2.232 -0.305 -0.2 0.0 0.0
H -0.043 0.440 1.705 -0.2 0.0 0.0
C 2.253 -0.944 -0.251 -0.7 0.8 -0.2
N 1.481 0.244 -0.593 -2.9 -3.1 -1.5
N 2.244 1.390 -0.427 -0.2 1.2 -0.4
H 3.157 -1.013 -0.870 -0.2 -0.1 -0.1
H 2.575 -0.922 0.796 0.1 0.0 0.3
H 1.623 -1.826 -0.365 0.1 0.0 -0.1
H 0.260 0.018 -0.473 5.7 2.0 0.2
H 2.977 1.418 0.282 -1.0 0.1 0.3
H 1.804 2.241 -0.762 0.6 -0.4 0.3



57
Properties=species:S:1:pos:R:3:forces:R:3 method="wB97M-V/def2-TZVPD" orbital_gap_ev=6.17 total_charge=-1
Tl -0.320 0.857 -2.327 0.0 0.1 -0.5
C -1.949 5.954 3.918 0.0 0.0 0.1
O -1.148 5.406 2.898 0.0 0.0 0.0
C -1.735 4.464 2.084 0.0 -0.1 -0.1
C -2.931 3.807 2.430 -0.1 0.1 0.3
C -3.433 2.869 1.561 0.1 0.0 -0.1
C -2.811 2.522 0.351 0.2 0.1 0.0
C -3.384 1.468 -0.467 -0.3 0.0 -0.1
C -4.842 1.082 -0.221 0.1 0.0 0.0
O -2.795 0.846 -1.347 0.0 0.0 0.0
C -1.595 3.219 -0.035 0.0 0.0 0.0
O -1.000 3.061 -1.135 -0.1 0.0 0.0
C -1.091 4.171 0.915 0.1 0.1 0.0
H -1.384 6.785 4.339 0.0 0.0 0.0
H -2.158 5.234 4.715 0.0 0.0 0.0
H -2.899 6.329 3.525 0.0 0.0 0.0
H -3.434 4.007 3.366 0.0 0.0 0.0
H -4.342 2.359 1.853 0.0 0.0 0.0
H -5.477 1.958 -0.088 0.0 0.0 0.1
H -4.910 0.458 0.673 -0.1 0.0 0.0
H -5.193 0.500 -1.070 0.1 0.0 0.0
H -0.166 4.677 0.669 0.0 0.0 0.0
O 1.062 -1.165 -0.470 0.1 0.2 0.3
S 0.908 -2.334 -1.357 0.5 -0.7 0.0
C 2.349 -2.306 -2.545 -0.4 0.1 0.3
C 3.584 -1.805 -1.879 0.1 0.0 0.0
C 4.590 -2.682 -1.477 0.0 0.0 0.0
C 5.720 -2.211 -0.825 0.1 0.0 0.1
C 5.855 -0.856 -0.565 0.0 0.0 0.0
C 4.856 0.024 -0.956 0.0 0.0 0.0
C 3.727 -0.446 -1.607 0.0 0.0 0.0
C 1.470 -3.792 -0.326 -0.3 0.4 -0.3
C 0.740 -3.672 0.974 -0.1 -0.1 0.0
C -0.620 -3.973 1.040 0.1 0.0 0.0
C -1.332 -3.759 2.208 -0.1 0.0 0.0
C -0.694 -3.244 3.328 0.0 0.0 0.0
C 0.659 -2.951 3.272 0.0 0.0 0.0
C 1.370 -3.159 2.099 0.0 0.0 0.0
H 1.997 -1.635 -3.330 0.0 -0.1 0.0
H 2.456 -3.319 -2.932 0.0 0.0 -0.1
H 4.496 -3.740 -1.697 0.0 0.0 0.0
H 6.496 -2.900 -0.515 0.0 0.0 0.0
H 6.743 -0.484 -0.067 0.0 0.0 0.0
H 4.956 1.082 -0.747 0.0 0.0 0.0
H 2.948 0.244 -1.900 -0.1 0.0 0.0
H 2.550 -3.737 -0.203 0.0 0.0 0.0
H 1.184 -4.685 -0.883 0.1 0.0 0.0
H -1.124 -4.360 0.161 0.0 0.0 0.0
H -2.392 -3.979 2.239 0.0 0.0 0.0
H -1.254 -3.061 4.236 0.0 0.0 0.0
H 1.163 -2.539 4.138 0.0 0.0 0.0
H 2.421 -2.898 2.052 0.0 0.0 0.0
C -1.584 0.467 -5.616 -0.2 0.0 -0.2
O -0.676 0.187 -4.632 0.2 0.1 0.6
H -2.424 -0.263 -5.667 0.1 0.1 0.0
H -1.134 0.456 -6.635 0.0 0.0 0.1
H -2.067 1.464 -5.522 0.0 -0.1 0.0



no.,calculated total energy (eV)
1,-6850.3205
2,-53593.9898
3,-20481.5028
4,-8824.8481
5,-51076.0549